[1]
This record from OMol25 describes a molecular structure, C19H27BNO2PRu in a non-equilibrium geometry. The level of theory is ωB97M-V/def2-TZVPD.

Last column: Löwdin charge in e.
Atoms and positions in Å:
C (-0.527, -4.091, -1.987)  -0.015
C (-0.986, -2.843, -2.436)  -0.007
C (-0.788, -1.672, -1.690)  -0.247
C (-0.073, -1.787, -0.471)  -0.168
C (0.328, -3.043, 0.004)  -0.302
C (0.157, -4.186, -0.781)  -0.017
C (-1.244, -0.361, -2.257)  -0.120
C (-2.222, 0.538, -1.449)  -0.174
N (-2.420, 0.259, -0.046)  -0.263
Ru (0.600, -0.236, 0.666)  0.875
C (1.032, -3.175, 1.326)  -0.254
P (0.701, -1.651, 2.284)  0.705
H (-1.503, -2.744, -3.396)  0.129
H (0.572, -5.107, -0.377)  0.131
H (-0.698, -4.990, -2.578)  0.126
H (2.130, -3.225, 1.230)  0.114
H (0.685, -4.032, 1.918)  0.115
H (-0.356, 0.242, -2.514)  0.114
H (-1.766, -0.527, -3.211)  0.123
H (-1.823, 1.561, -1.483)  0.110
C (2.025, -1.439, 3.451)  -0.234
C (-0.766, -2.100, 3.246)  -0.208
H (-3.212, 0.518, -1.972)  0.148
C (-3.196, -0.904, 0.313)  -0.060
C (-2.756, 1.421, 0.747)  -0.072
H (2.224, -0.233, 1.018)  0.084
H (-4.288, -0.810, 0.130)  0.118
H (-2.820, -1.774, -0.222)  0.085
H (-3.037, -1.072, 1.381)  0.079
H (-3.788, 1.800, 0.578)  0.118
H (-2.648, 1.160, 1.803)  0.092
H (-2.037, 2.207, 0.519)  0.070
H (-0.453, -2.857, 3.973)  0.070
H (-1.129, -1.197, 3.751)  0.059
H (-1.546, -2.497, 2.588)  0.052
H (2.271, -2.417, 3.893)  0.080
H (2.859, -0.995, 2.892)  0.043
H (1.638, -0.734, 4.200)  0.074
H (1.874, 0.300, 1.579)  0.054
O (0.378, 2.759, -0.071)  0.162
B (1.074, 1.522, -0.228)  -0.532
O (2.134, 1.637, -1.160)  0.185
C (2.122, 2.954, -1.507)  -0.127
C (3.208, 3.607, -2.031)  0.062
C (3.228, 4.975, -1.939)  0.032
C (2.162, 5.674, -1.366)  0.042
C (1.047, 5.013, -0.866)  0.066
C (1.055, 3.636, -0.880)  -0.115
H (4.032, 3.039, -2.444)  0.154
H (4.086, 5.511, -2.331)  0.145
H (2.237, 6.756, -1.327)  0.145
H (0.221, 5.608, -0.470)  0.152

Properties
Highest occupied orbital energy (spin up / spin down) in eV: -13.942 / -14.124
<S²>: 6.037
Lowest unoccupied orbital energy (spin up / spin down) in hartree: -0.2308 / -0.3684
Spin multiplicity: 5
Charge: +2
Energy relative to the best compared isomer or geometry (same formula, charge and spin) in kcal/mol: 12.0

***

[2]
This record from OMol25 describes a molecular structure, C19H27Br4FeN4O5S in a non-equilibrium geometry. The level of theory is ωB97M-V/def2-TZVPD.

Last column: Löwdin charge in e.
Atoms and positions in Å:
Fe (1.093, 0.192, 0.370)  0.878
C (-0.096, 0.124, -2.776)  -0.091
N (1.170, -0.243, -2.091)  -0.256
C (1.311, -1.693, -2.302)  -0.115
C (2.325, 0.482, -2.814)  -0.135
C (3.275, 1.128, -1.772)  -0.198
N (2.557, 1.713, -0.607)  -0.285
C (3.666, 2.102, 0.337)  -0.063
C (1.764, 2.943, -0.996)  -0.047
H (-0.009, -0.246, -3.834)  0.105
H (-0.150, 1.218, -2.818)  0.077
H (-1.021, -0.131, -2.233)  0.066
H (1.257, -1.938, -3.377)  0.092
H (0.554, -2.255, -1.760)  0.081
H (2.248, -2.100, -1.931)  0.068
H (1.964, 1.234, -3.517)  0.112
H (2.870, -0.268, -3.364)  0.103
H (3.853, 1.886, -2.328)  0.123
H (3.935, 0.322, -1.404)  0.098
H (4.378, 2.751, -0.170)  0.090
H (4.145, 1.180, 0.668)  0.068
H (3.209, 2.617, 1.145)  0.064
H (2.289, 3.545, -1.695)  0.075
H (1.516, 3.501, -0.050)  0.085
H (0.816, 2.634, -1.405)  0.067
Br (0.181, 4.375, 6.191)  0.769
C (0.225, 2.927, 5.038)  -0.789
C (0.092, 1.622, 5.511)  -0.733
Br (-0.360, 1.360, 7.333)  0.735
C (0.309, 0.523, 4.766)  -0.674
Br (0.325, -1.260, 5.334)  0.805
C (0.734, 0.665, 3.416)  -0.358
O (1.173, -0.219, 2.648)  -0.121
C (0.627, 2.096, 2.782)  -0.324
O (0.707, 2.143, 1.537)  -0.077
C (0.467, 3.199, 3.732)  -0.644
Br (0.678, 4.920, 2.966)  0.761
C (-6.402, -3.156, -2.103)  -0.079
C (-5.215, -2.468, -1.586)  -0.298
C (-4.342, -3.162, -0.694)  -0.027
C (-3.232, -2.557, -0.122)  -0.052
C (-2.967, -1.215, -0.439)  -0.278
C (-3.840, -0.542, -1.283)  -0.053
C (-4.963, -1.140, -1.831)  -0.042
S (-1.737, -0.395, 0.504)  0.480
O (-2.299, -0.312, 1.835)  -0.279
O (-1.476, 0.899, -0.164)  -0.349
O (-0.519, -1.256, 0.399)  -0.392
H (-6.881, -3.844, -1.380)  0.083
H (-6.180, -3.828, -2.960)  0.090
H (-7.217, -2.435, -2.419)  0.096
H (-4.539, -4.209, -0.385)  0.121
H (-2.671, -3.164, 0.561)  0.112
H (-3.717, 0.496, -1.413)  0.100
H (-5.658, -0.630, -2.528)  0.126
N (3.908, -1.372, 0.461)  -0.032
N (2.557, -1.390, 0.991)  -0.082
H (3.997, -2.218, -0.100)  0.073
H (4.532, -1.573, 1.241)  0.081
H (2.600, -1.242, 2.009)  0.086
H (2.184, -2.338, 0.877)  0.106

Properties
Highest occupied orbital energy (spin up / spin down) in eV: -7.189 / -8.251
<S²>: 8.772
Lowest unoccupied orbital energy (spin up / spin down) in hartree: 0.0015 / -0.0488
Spin multiplicity: 6
Charge: 0
Energy relative to the best compared isomer or geometry (same formula, charge and spin) in kcal/mol: 30.4

***

[3]
This record from OMol25 describes C19H27BrN2O in the gas phase in a non-equilibrium geometry. The level of theory is ωB97M-V/def2-TZVPD.

Last column: Löwdin charge in e.
Atoms and positions in Å:
C (0.249, 0.368, -2.996)  0.010
N (0.419, 1.130, -1.679)  -0.007
C (-0.552, 2.063, -1.293)  -0.419
O (-0.178, 3.010, -0.568)  0.032
C (-1.918, 2.142, -1.960)  -0.062
C (-2.789, 0.968, -1.597)  -0.255
C (-3.828, 0.494, -2.329)  -0.045
C (-4.587, -0.638, -1.912)  -0.098
C (-4.274, -1.242, -0.687)  -0.684
Br (-5.385, -2.616, 0.045)  0.709
C (-3.362, -0.716, 0.177)  -0.126
C (-2.610, 0.381, -0.341)  0.003
C (1.616, 0.815, -0.830)  -0.217
C (2.540, -0.226, -1.321)  -0.144
C (3.927, 0.099, -0.685)  -0.174
C (3.896, -0.208, 0.819)  -0.176
C (2.781, 0.572, 1.623)  -0.116
C (1.443, 0.736, 0.782)  -0.172
N (0.444, -0.282, 1.308)  -0.108
C (0.635, -1.759, 1.352)  -0.190
C (-0.405, -2.233, 2.329)  -0.129
C (-0.272, -1.098, 3.496)  -0.154
C (-0.113, 0.124, 2.675)  -0.206
H (0.586, -0.608, -2.894)  0.055
H (-0.779, 0.276, -3.229)  0.060
H (0.756, 0.926, -3.792)  0.100
H (-2.372, 2.952, -1.463)  0.110
H (-1.893, 2.427, -3.025)  0.138
H (-4.095, 0.999, -3.327)  0.142
H (-5.403, -1.028, -2.482)  0.089
H (-3.211, -1.161, 1.118)  0.065
H (-1.824, 0.697, 0.413)  0.116
H (2.124, 1.764, -0.902)  0.137
H (2.176, -1.196, -1.112)  0.104
H (2.714, -0.126, -2.340)  0.089
H (4.742, -0.326, -1.209)  0.093
H (4.225, 1.099, -0.783)  0.093
H (3.528, -1.221, 0.883)  0.078
H (4.950, -0.135, 1.337)  0.142
H (3.083, 1.538, 1.964)  0.093
H (2.684, -0.066, 2.506)  0.099
H (0.965, 1.718, 0.983)  0.123
H (1.572, -1.956, 1.783)  0.084
H (0.517, -2.177, 0.362)  0.111
H (-1.461, -2.264, 1.961)  0.099
H (-0.226, -3.201, 2.772)  0.094
H (0.566, -1.210, 4.144)  0.091
H (-1.181, -1.034, 4.118)  0.110
H (0.642, 0.732, 3.185)  0.103
H (-1.060, 0.699, 2.624)  0.113

Properties
SMILES: CN(C(=O)Cc1ccc(Br)cc1)[C@@H]1CCCC[C@@H]1N1CCCC1
Highest occupied orbital energy in eV: -7.970
Lowest unoccupied orbital energy in hartree: 0.0271
Spin multiplicity: 1
Charge: 0

***

[4]
This record from OMol25 describes a molecular structure, C19H27ClN2W in a non-equilibrium geometry. The level of theory is ωB97M-V/def2-TZVPD.

Last column: Löwdin charge in e.
Atoms and positions in Å:
C (4.355, 1.066, -5.130)  -0.943
C (4.427, -0.216, -5.967)  -0.117
C (3.860, 2.236, -5.987)  -0.118
C (5.728, 1.388, -4.531)  -0.116
Cl (3.176, 0.804, -3.773)  0.538
H (4.559, 2.406, -6.811)  0.094
H (3.793, 3.156, -5.399)  0.080
H (2.874, 2.024, -6.412)  0.080
H (5.133, -0.075, -6.791)  0.095
H (3.450, -0.467, -6.392)  0.080
H (4.770, -1.064, -5.365)  0.081
H (6.449, 1.549, -5.337)  0.095
H (6.091, 0.566, -3.906)  0.081
H (5.691, 2.296, -3.920)  0.080
C (-2.223, -0.791, -0.289)  -0.231
C (-2.017, 0.529, -0.848)  -0.176
C (-1.111, 0.413, -1.960)  -0.050
H (-2.656, 1.380, -0.626)  0.136
C (-0.677, -0.932, -2.050)  -0.050
C (-1.324, -1.695, -1.018)  -0.167
H (-1.299, -2.782, -0.984)  0.126
H (-3.029, -1.041, 0.403)  0.139
H (-0.900, 1.195, -2.691)  0.144
H (-0.061, -1.360, -2.836)  0.137
C (1.245, 0.652, 1.870)  -0.230
C (-0.094, 1.223, 2.101)  -0.236
C (-0.367, 2.087, 0.994)  -0.150
H (-0.744, 1.098, 2.979)  0.143
C (0.828, 2.211, 0.207)  -0.034
C (1.808, 1.342, 0.739)  -0.046
H (2.849, 1.272, 0.446)  0.142
H (1.827, 0.005, 2.515)  0.119
H (-1.259, 2.703, 0.901)  0.141
H (0.986, 2.907, -0.617)  0.146
W (-0.246, -0.143, 0.477)  1.613
C (-2.362, -4.569, 2.854)  0.018
C (-1.485, -3.390, 2.805)  -0.244
C (-0.771, -2.805, 3.847)  0.045
C (-0.241, -1.619, 3.380)  -0.249
N (-0.600, -1.469, 2.038)  -0.100
N (-1.291, -2.628, 1.729)  0.053
C (0.465, -0.775, 4.372)  -0.028
H (-1.775, -5.446, 3.165)  0.114
H (-3.151, -4.413, 3.607)  0.116
H (-2.840, -4.778, 1.892)  0.095
H (-0.681, -3.148, 4.866)  0.147
H (-1.744, -2.762, 0.838)  0.109
H (-0.193, -0.689, 5.255)  0.120
H (1.384, -1.292, 4.704)  0.126
H (0.712, 0.247, 4.080)  0.054

Properties
Highest occupied orbital energy (spin up / spin down) in eV: -14.731 / -14.732
<S²>: 2.020
Lowest unoccupied orbital energy (spin up / spin down) in hartree: -0.2773 / -0.3017
Spin multiplicity: 3
Charge: +2
Energy relative to the best compared isomer or geometry (same formula, charge and spin) in kcal/mol: 3.6

***

[5]
This record from OMol25 describes 2 unconnected molecules or ions with the total composition C19H27ClN7O4S in a non-equilibrium geometry. The level of theory is ωB97M-V/def2-TZVPD.

Last column: Löwdin charge in e.
Atoms and positions in Å:
O (-3.770, -3.327, 1.670)  0.030
O (2.623, 0.293, 0.335)  0.053
O (-6.980, 0.320, 1.470)  0.064
Cl (3.382, 4.711, -2.844)  0.710
N (6.808, -2.589, -3.141)  0.100
O (4.091, 1.834, 1.107)  0.143
S (0.202, 2.656, -0.094)  0.750
C (-4.483, -2.811, 0.818)  -0.540
C (3.180, 1.377, 0.220)  -0.474
C (-6.360, -0.106, 2.435)  -0.462
C (6.347, -1.447, -2.839)  -0.619
C (-1.935, -1.337, 2.703)  0.002
C (-2.481, -0.317, 1.972)  -0.187
C (-0.414, -0.636, 1.257)  -0.037
C (4.859, 2.874, -4.170)  -0.081
C (5.404, 1.609, -4.404)  -0.003
C (4.306, 0.785, -2.425)  0.039
C (4.039, 3.104, -3.061)  -0.578
C (5.144, 0.562, -3.522)  -0.248
C (3.750, 2.054, -2.164)  -0.184
N (6.626, -1.036, -1.600)  0.135
N (-0.649, -1.533, 2.236)  0.140
N (5.703, -0.690, -3.765)  0.106
N (-6.827, 0.079, 3.672)  0.041
N (-5.064, -1.621, 0.980)  0.120
N (-1.510, 0.133, 1.095)  0.152
C (-4.740, -3.525, -0.489)  0.012
C (-6.225, -0.349, 4.937)  -0.054
C (1.371, 2.150, -1.426)  -0.460
C (2.835, 2.291, -0.967)  -0.288
C (-3.880, 0.241, 2.112)  -0.044
C (-5.009, -0.806, 2.207)  -0.194
H (6.620, -2.943, -4.073)  0.037
H (4.222, 1.128, 1.757)  0.137
H (0.641, 3.913, 0.155)  -0.103
H (-2.448, -1.936, 3.448)  0.144
H (0.500, -0.557, 0.679)  0.131
H (5.073, 3.691, -4.854)  0.111
H (6.041, 1.449, -5.268)  0.121
H (4.093, -0.067, -1.787)  0.123
H (6.713, -0.031, -1.514)  0.100
H (7.342, -1.619, -1.182)  0.113
H (-0.016, -2.269, 2.536)  0.188
H (5.957, -0.912, -4.719)  0.153
H (-7.718, 0.553, 3.716)  0.153
H (-5.678, -1.296, 0.246)  0.148
H (-1.595, 0.916, 0.454)  0.099
H (-5.793, -3.795, -0.551)  0.091
H (-4.135, -4.431, -0.525)  0.089
H (-4.477, -2.877, -1.322)  0.084
H (-6.220, -1.440, 5.003)  0.090
H (-6.811, 0.041, 5.772)  0.095
H (-5.205, 0.028, 5.028)  0.079
H (1.201, 2.787, -2.301)  0.074
H (1.172, 1.117, -1.732)  0.093
H (2.984, 3.314, -0.610)  0.113
H (-4.086, 0.898, 1.264)  0.135
H (-3.901, 0.859, 3.012)  0.128
H (-4.819, -1.465, 3.054)  0.132

Properties
Highest occupied orbital energy in eV: -10.322
Lowest unoccupied orbital energy in hartree: -0.0844
Spin multiplicity: 1
Charge: +1

***

[6]
This record from OMol25 describes a gas-phase ion, C19H27F6IN3O6P2 (charge +1) in a non-equilibrium geometry. The level of theory is ωB97M-V/def2-TZVPD.

Last column: Löwdin charge in e.
Atoms and positions in Å:
C (2.407, -4.246, 3.513)  -0.098
C (2.257, -3.903, 2.031)  -0.251
C (0.833, -3.433, 1.674)  -0.178
C (0.748, -1.986, 1.122)  -0.171
C (0.459, -2.028, -0.383)  -0.128
C (0.092, -0.743, -1.073)  -0.096
C (0.922, 0.364, -1.233)  -0.255
P (2.680, 0.528, -0.638)  0.974
P (3.908, -1.070, -1.526)  0.244
O (4.958, -0.362, -2.240)  -0.285
O (4.403, -2.032, -0.356)  -0.148
O (3.049, -2.030, -2.457)  -0.138
C (0.432, 1.497, -1.934)  -0.231
C (1.173, 2.773, -2.185)  -0.151
C (0.305, 4.009, -1.876)  -0.187
C (1.162, 5.138, -1.310)  -0.207
C (1.530, 4.902, 0.151)  -0.185
C (0.294, 4.953, 1.086)  -0.267
N (-0.067, 3.688, 1.731)  -0.007
N (-0.788, 1.498, -2.470)  0.093
N (-1.531, 0.440, -2.332)  -0.394
I (-3.338, 0.590, -3.382)  1.187
C (-1.201, -0.653, -1.652)  -0.125
C (-2.193, -1.797, -1.579)  -0.310
O (-2.434, -2.464, -2.516)  0.197
C (-2.881, -2.112, -0.217)  -0.352
F (-2.345, -1.386, 0.795)  0.133
F (-2.637, -3.413, 0.023)  0.171
C (-4.423, -1.905, -0.206)  -0.354
F (-4.914, -2.679, 0.781)  0.180
F (-4.928, -2.316, -1.368)  0.176
C (-4.861, -0.436, 0.105)  -0.342
F (-5.913, -0.141, -0.659)  0.164
F (-3.829, 0.409, -0.231)  0.043
C (-5.252, -0.206, 1.592)  -0.450
O (-6.376, -0.285, 1.917)  0.225
O (-4.262, 0.093, 2.416)  0.185
H (1.543, -4.825, 3.822)  0.074
H (2.434, -3.341, 4.114)  0.076
H (3.293, -4.841, 3.699)  0.073
H (3.002, -3.173, 1.726)  0.079
H (2.478, -4.809, 1.473)  0.105
H (0.443, -4.113, 0.920)  0.107
H (0.197, -3.533, 2.547)  0.110
H (-0.034, -1.464, 1.657)  0.105
H (1.700, -1.518, 1.326)  0.059
H (-0.374, -2.709, -0.505)  0.098
H (1.292, -2.505, -0.884)  0.112
H (2.528, 0.163, 0.711)  -0.072
H (4.632, -1.538, 0.441)  0.085
H (3.019, -2.929, -2.098)  0.089
H (1.391, 2.783, -3.251)  0.142
H (2.097, 2.799, -1.633)  0.049
H (-0.504, 3.748, -1.200)  0.093
H (-0.173, 4.356, -2.786)  0.115
H (2.072, 5.192, -1.907)  0.117
H (0.672, 6.100, -1.429)  0.117
H (2.261, 5.633, 0.477)  0.109
H (1.939, 3.897, 0.245)  0.085
H (0.437, 5.694, 1.864)  0.105
H (-0.563, 5.271, 0.498)  0.105
H (0.761, 3.178, 2.012)  0.057
H (-0.569, 3.090, 1.086)  0.039
H (-3.414, 0.141, 1.960)  0.107

Properties
SMILES: CCCCCc1c(PP(=O)(O)O)c(CCCCCN)n[n+](I)c1C(=O)C(F)(F)C(F)(F)C(F)(F)C(=O)O
Highest occupied orbital energy in eV: -11.829
Lowest unoccupied orbital energy in hartree: -0.1923
Spin multiplicity: 1
Charge: +1